# 1
Below is the molecule C6H13N at a distorted geometry, with properties calculated with ωB97M-V with the def2-TZVPD basis set.

Each line ends with the natural charge from an NBO analysis.
Atoms and positions in Å:
C 0.083 -2.158 -1.818  -0.40
C 1.289 -1.857 -1.153  -0.18
C 1.281 -1.015 0.038  -0.47
C 0.604 0.404 -0.070  -0.40
C -0.708 0.603 0.762  -0.10
C -1.700 1.521 0.123  -0.62
N -0.428 1.200 2.072  -0.81
H -0.239 -3.069 -2.360  0.21
H -0.552 -1.290 -1.731  0.18
H 2.123 -2.083 -1.702  0.20
H 0.873 -1.495 1.058  0.22
H 2.314 -0.778 0.423  0.22
H 0.397 0.739 -1.112  0.21
H 1.431 1.200 0.378  0.19
H -1.345 -0.305 0.754  0.20
H -1.509 1.784 -0.976  0.21
H -2.755 1.323 0.382  0.22
H -1.550 2.572 0.489  0.21
H 0.238 0.664 2.576  0.34
H 0.152 2.040 1.868  0.34

- charge = 0
- multiplicity = 1
- SMILES = C=CCC[C@H](C)N
- total energy (hartree) = -291.0371

=====

# 2
Below is a structure of composition C21H51AgClN4O4 at a distorted geometry, with properties calculated with ωB97M-V with the def2-TZVPD basis set.

Each line ends with the Löwdin spin population.
Atoms and positions in Å:
Ag -0.930 -0.041 -0.855  0.45
Cl -2.556 -2.140 -1.586  0.33
C 3.291 -2.346 -0.305  0.02
C 2.294 -2.832 0.805  0.02
C 2.992 -3.851 1.797  0.00
C 4.033 -3.182 2.667  0.00
C 3.264 -2.166 3.534  0.00
C 2.426 -1.077 2.746  0.02
N 1.581 -1.719 1.581  0.42
O 0.805 -0.877 0.748  0.48
C 3.338 0.057 2.324  0.01
C 1.349 -0.584 3.800  0.00
C 1.245 -3.841 0.165  0.00
H 2.988 -2.642 -1.309  0.00
H 4.287 -2.732 -0.089  0.00
H 3.353 -1.262 -0.392  0.00
H 3.510 -4.546 1.135  0.00
H 2.200 -4.414 2.292  0.00
H 4.850 -2.761 2.081  0.00
H 4.471 -4.086 3.090  0.00
H 4.141 -1.678 3.958  0.00
H 2.715 -2.637 4.349  0.00
H 2.745 0.894 1.956  0.00
H 4.005 -0.280 1.531  0.00
H 4.005 0.336 3.141  0.00
H 0.634 -1.356 4.087  0.00
H 0.617 0.097 3.364  0.00
H 1.808 -0.097 4.660  0.00
H 0.555 -3.351 -0.523  0.00
H 0.670 -4.315 0.962  0.00
H 1.718 -4.663 -0.371  0.00
C -0.094 3.994 0.471  0.00
C -0.654 2.729 -0.191  0.00
C -1.739 3.036 -1.300  0.00
O -2.221 1.724 -1.733  0.00
C -3.360 1.847 -2.595  0.00
N 0.341 1.727 -0.590  0.06
H -0.897 4.712 0.637  0.00
H 0.730 4.283 -0.181  0.00
H 0.307 3.700 1.441  0.00
H -1.353 2.370 0.563  0.00
H -1.205 3.721 -1.958  0.00
H -2.507 3.653 -0.833  0.00
H -3.618 0.906 -3.081  0.00
H -3.205 2.611 -3.357  0.00
H -4.306 2.005 -2.078  0.00
H 1.106 1.883 0.051  0.00
H 0.727 2.212 -1.388  0.00
C -4.567 0.187 1.512  0.00
C -3.161 0.908 1.715  0.01
C -2.814 1.259 3.165  0.00
O -3.951 1.998 3.554  0.00
C -3.715 3.061 4.486  0.00
N -2.104 0.094 1.160  0.06
H -4.913 0.113 0.482  0.00
H -5.217 0.781 2.154  0.00
H -4.610 -0.850 1.845  0.00
H -3.196 1.860 1.186  0.00
H -1.876 1.811 3.226  0.00
H -2.652 0.393 3.806  0.00
H -3.275 2.653 5.397  0.00
H -4.666 3.492 4.801  0.00
H -3.189 3.985 4.248  0.00
H -1.444 -0.105 1.897  0.00
H -2.545 -0.791 1.366  0.00
C 2.055 -1.118 -4.317  0.01
C 0.993 -0.129 -3.792  0.01
C -0.221 0.063 -4.729  0.00
O 0.138 0.232 -6.168  0.00
C -0.898 0.821 -6.955  0.00
N 0.537 -0.733 -2.557  0.08
H 1.685 -2.017 -4.811  0.00
H 2.730 -1.498 -3.551  0.00
H 2.572 -0.594 -5.121  0.00
H 1.273 0.913 -3.638  0.00
H -0.720 0.976 -4.403  0.00
H -0.891 -0.791 -4.630  0.00
H -1.631 0.032 -7.129  0.00
H -0.418 1.152 -7.876  0.00
H -1.346 1.641 -6.393  0.00
H 1.355 -1.211 -2.206  0.00
H 0.219 -1.609 -2.946  0.00

- charge = +1
- multiplicity = 3
- total energy (hartree) = -1957.4078

=====

# 3
Below is the molecule C17H19ClN2OS at a distorted geometry, with properties calculated with ωB97M-V with the def2-TZVPD basis set.

Each line ends with the natural charge from an NBO analysis.
Atoms and positions in Å:
C -3.293 -2.904 0.928  -0.25
O -3.061 -2.192 -0.259  -0.55
C -1.699 -1.941 -0.505  -0.08
C -1.606 -0.990 -1.713  -0.25
N -1.284 0.376 -1.363  -0.42
C -2.413 1.291 -1.300  -0.27
C -3.357 0.922 -0.186  0.05
C -4.659 0.524 -0.450  -0.23
C -5.504 0.164 0.585  -0.21
C -5.053 0.193 1.892  -0.22
C -3.755 0.592 2.163  -0.20
C -2.912 0.956 1.130  -0.25
C -0.064 0.751 -0.897  0.31
S 0.254 2.315 -0.453  -0.25
N 0.894 -0.223 -0.869  -0.62
C 2.219 -0.162 -0.434  0.23
C 2.662 0.676 0.586  -0.24
C 3.984 0.646 0.987  -0.20
C 4.872 -0.228 0.384  -0.06
Cl 6.526 -0.262 0.887  0.00
C 4.443 -1.086 -0.617  -0.22
C 3.123 -1.051 -1.018  -0.25
H -4.370 -3.022 1.010  0.20
H -2.920 -2.351 1.799  0.17
H -2.814 -3.891 0.902  0.16
H -1.176 -2.890 -0.708  0.17
H -1.234 -1.479 0.379  0.18
H -0.897 -1.370 -2.457  0.19
H -2.593 -0.986 -2.177  0.24
H -2.928 1.273 -2.265  0.20
H -2.008 2.294 -1.135  0.27
H -5.016 0.496 -1.470  0.21
H -6.517 -0.145 0.368  0.21
H -5.711 -0.094 2.700  0.21
H -3.399 0.620 3.183  0.21
H -1.902 1.276 1.340  0.23
H 0.696 -1.058 -1.402  0.39
H 1.978 1.355 1.064  0.25
H 4.321 1.302 1.774  0.23
H 5.136 -1.772 -1.078  0.23
H 2.788 -1.720 -1.798  0.21

- charge = 0
- multiplicity = 1
- SMILES = COCCN(Cc1ccccc1)C(=S)Nc1ccc(Cl)cc1
- total energy (hartree) = -1702.3245

=====

# 4
Below is a cluster of 2 separate species, C13H29FNO3S in total at a distorted geometry, with properties calculated with ωB97M-V with the def2-TZVPD basis set.

Each line ends with the natural charge from an NBO analysis.
Atoms and positions in Å:
C -0.229 1.608 1.347  -0.63
C 0.382 0.124 0.909  -0.46
C -0.846 -0.812 0.291  -0.10
O -0.397 -1.488 -0.932  -0.54
C -1.051 -0.976 -2.143  -0.21
S 0.098 -0.219 -3.416  0.74
C 0.246 1.599 -2.902  -0.54
C 1.562 2.307 -3.576  -0.46
C 2.770 2.672 -2.529  -0.08
O 2.765 1.904 -1.274  -0.74
C 1.842 -0.891 -3.320  -0.57
C 1.960 -2.526 -3.281  -0.48
C 2.308 -3.064 -1.736  0.03
F 3.741 -3.465 -1.582  -0.38
H 0.515 2.046 2.165  0.25
H -1.298 1.405 1.821  0.22
H -0.320 2.347 0.443  0.19
H 1.300 0.200 0.185  0.22
H 0.753 -0.371 1.928  0.25
H -1.008 -1.670 1.104  0.22
H -1.869 -0.252 0.212  0.19
H -1.553 -1.922 -2.673  0.25
H -1.920 -0.214 -1.964  0.25
H 0.190 1.655 -1.735  0.28
H -0.710 2.138 -3.361  0.27
H 2.024 1.686 -4.456  0.23
H 1.185 3.335 -4.044  0.26
H 2.685 3.824 -2.281  0.20
H 3.789 2.463 -3.088  0.19
H 3.704 1.568 -1.164  0.49
H 2.495 -0.431 -2.445  0.28
H 2.389 -0.544 -4.323  0.28
H 1.073 -3.104 -3.777  0.24
H 2.931 -2.810 -3.914  0.27
H 1.624 -3.981 -1.481  0.21
H 2.150 -2.139 -1.003  0.19
C -1.519 0.328 5.069  0.54
O -0.635 0.346 4.221  -0.64
N -2.809 -0.117 4.870  -0.43
C -3.800 -0.107 5.927  -0.40
C -3.188 -0.610 3.562  -0.41
H -1.339 0.680 6.098  0.12
H -4.147 -1.130 6.096  0.20
H -4.642 0.519 5.617  0.20
H -3.381 0.288 6.856  0.22
H -2.546 -1.457 3.302  0.21
H -3.038 0.185 2.825  0.20
H -4.234 -0.926 3.556  0.21

- charge = +1
- multiplicity = 1
- total energy (hartree) = -1290.7902